20
Properties=species:S:1:pos:R:3 method="wB97M-V/def2-TZVPD" charge=0 e_homo_ev=-9.1 relative_energy_kj_mol=209.6 smiles=NCCCS.O.O largest_force_ev_per_a=4.2
N 0.634 -0.908 1.127
C -0.844 -0.533 1.464
C -1.171 0.367 0.267
C -2.693 0.308 0.020
S -3.226 1.309 -1.455
H 0.810 -1.795 1.700
H 1.164 -0.049 1.493
H -1.566 -1.367 1.423
H -0.692 0.109 2.361
H -0.966 1.412 -0.060
H -0.686 -0.171 -0.561
H -3.265 0.825 0.827
H -3.096 -0.715 -0.063
H -3.847 2.145 -0.620
O 5.940 -0.042 0.712
H 6.551 -0.821 0.805
H 5.781 0.012 -0.195
O 2.798 -1.572 -0.770
H 2.176 -1.122 -0.179
H 3.158 -0.991 -1.577



6
Properties=species:S:1:pos:R:3 method="wB97M-V/def2-TZVPD" charge=0 e_homo_ev=-10.4 relative_energy_kj_mol=25.8 smiles="O=C(F)NCl" largest_force_ev_per_a=3.6
O 1.184 1.297 0.276
C 0.229 0.764 -0.147
F -0.758 1.377 -0.837
N -0.170 -0.565 0.206
Cl 0.722 -2.041 0.510
H -1.207 -0.832 -0.008



17
Properties=species:S:1:pos:R:3 method="wB97M-V/def2-TZVPD" charge=0 e_homo_ev=-9.3 relative_energy_kj_mol=258.4 smiles="O=S1(=O)C=CC=CCC1" largest_force_ev_per_a=3.0
O 1.937 1.678 -1.020
S 1.370 0.438 -0.525
O 2.343 -0.610 -0.290
C 0.241 -0.083 -1.817
C -0.979 -0.554 -1.707
C -1.419 -0.648 -0.342
C -0.604 -1.004 0.660
C -0.394 -0.069 1.844
C 0.528 0.928 1.092
H 0.751 0.067 -2.799
H -1.649 -0.838 -2.434
H -2.378 -0.209 -0.252
H 0.147 -1.566 0.101
H 0.018 -0.592 2.778
H -1.336 0.276 2.213
H -0.059 1.838 0.792
H 1.481 0.950 1.704



23
Properties=species:S:1:pos:R:3 method="wB97M-V/def2-TZVPD" charge=-2 e_homo_ev=-1.4 relative_energy_kj_mol=84.4 largest_force_ev_per_a=4.3
Li -0.501 0.781 -1.831
Br -2.234 2.513 -2.774
Br 0.973 -0.725 -3.244
C -1.473 -3.149 0.343
F -2.344 -4.201 0.568
F -1.524 -2.350 1.388
F -0.257 -3.577 0.073
S -2.170 -1.967 -1.089
O -1.322 -0.786 -1.055
O -1.937 -2.613 -2.391
O -3.530 -1.661 -0.749
C 1.314 2.390 1.773
C 1.428 1.631 0.480
C 1.651 0.136 0.671
O 0.335 1.856 -0.360
H 2.233 2.316 2.354
H 0.614 1.855 2.414
H 1.166 3.464 1.654
H 2.343 2.007 0.022
H 1.834 -0.353 -0.286
H 0.762 -0.305 1.122
H 2.566 -0.039 1.237
H 0.075 2.779 -0.318